This record from the Open Molecules 2025 dataset describes one molecule with the formula C5H8O. The level of theory is ωB97M-V with the def2-TZVPD basis set.

```
14
Properties=species:S:1:pos:R:3:forces:R:3:lowdin_charge:R:1
C 1.969 0.090 -0.894 -0.167 -0.016 -0.014 -0.151
C 0.607 -0.459 -0.722 0.182 0.431 -0.078 0.016
C -0.457 0.594 -0.612 0.106 -0.108 0.040 -0.208
C -1.172 0.343 0.706 -0.095 0.005 -0.090 -0.299
C -1.361 -1.014 1.225 -0.318 -0.259 -0.143 -0.136
O -0.309 -0.198 1.712 0.193 0.315 0.239 -0.059
H 2.099 1.186 -0.845 -0.033 -0.239 0.009 0.069
H 2.287 -0.282 -1.884 0.014 0.051 0.156 0.092
H 2.647 -0.418 -0.189 -0.149 0.080 -0.203 0.088
H -0.116 1.645 -0.653 -0.010 -0.217 0.024 0.106
H -1.158 0.423 -1.445 0.063 0.029 0.115 0.127
H -1.843 1.137 1.051 0.220 -0.217 -0.060 0.141
H -2.155 -1.200 1.949 0.100 0.022 -0.175 0.111
H -1.038 -1.846 0.601 -0.107 0.122 0.180 0.102
```
Forces are in eV/Å.

Summary:
LUMO energy in eV: 0.2763
HOMO-LUMO gap in eV: 8.5532
DFT total energy in hartree: -270.37251
ΔE to the lowest compared entry with this formula, charge and spin in eV: 5.045
Highest occupied orbital energy in eV: -8.277



This record from the Open Molecules 2025 dataset describes C5H8O2 as an isolated structure in a non-equilibrium geometry. The level of theory is ωB97M-V with the def2-TZVPD basis set.

```
15
Properties=species:S:1:pos:R:3:forces:R:3:lowdin_charge:R:1
C 0.375 0.905 -0.185 -6.927 -4.184 -0.909 -0.171
C -0.682 -1.055 1.191 -0.203 -0.094 -0.120 -0.062
C -0.831 -0.217 -0.036 -0.626 3.171 1.229 -0.333
C 2.275 0.743 -0.463 2.418 -5.484 -1.807 -0.292
C -1.853 -0.222 -0.878 0.283 -0.649 -0.081 0.033
O 1.106 -0.234 -0.751 5.204 4.652 1.264 -0.077
O 3.082 0.971 -1.309 -1.177 1.227 0.576 0.129
H -0.015 1.569 -0.951 0.661 0.469 0.045 0.123
H 0.474 1.330 0.813 0.933 -0.188 -0.164 0.129
H 2.502 0.640 0.610 -0.360 0.888 -0.124 0.157
H -1.452 -1.825 1.203 0.003 -0.042 0.105 0.081
H 0.291 -1.543 1.215 0.015 -0.010 -0.039 0.082
H -0.774 -0.446 2.092 -0.042 0.007 0.037 0.083
H -1.843 0.318 -1.811 -0.156 0.492 0.110 0.062
H -2.653 -0.934 -0.739 -0.026 -0.256 -0.123 0.058
```
Forces are in eV/Å.

Summary:
LUMO energy in eV: 0.0812
HOMO-LUMO gap in eV: 9.2225
DFT total energy in hartree: -345.64220
ΔE to the lowest compared entry with this formula, charge and spin in eV: 4.429
Highest occupied orbital energy in eV: -9.141



This record from the Open Molecules 2025 dataset describes a 3-piece molecular cluster, C5H8O2 overall. The level of theory is ωB97M-V with the def2-TZVPD basis set.

```
15
Properties=species:S:1:pos:R:3:forces:R:3:lowdin_charge:R:1
C -1.211 -0.550 -0.442 -0.031 0.087 -0.024 0.068
C -0.369 0.546 -0.029 -0.259 -0.089 0.070 -0.689
O -0.848 1.711 -0.297 -0.133 -0.132 0.040 -0.068
C 0.642 0.283 1.109 -0.047 0.093 0.130 -0.084
C 1.642 -0.499 0.237 0.098 -0.053 -0.046 -0.081
C 0.897 -0.164 -1.040 0.460 -0.023 -0.819 -0.270
O 1.137 -0.106 -2.197 -0.194 -0.031 0.833 0.170
H -2.532 0.382 0.088 -0.010 -0.063 0.018 0.117
H -1.605 -0.500 -1.454 0.051 0.021 0.151 0.099
H -1.120 -1.550 -0.013 -0.003 0.144 -0.033 0.104
H -2.218 1.215 -0.004 0.247 0.022 -0.074 0.140
H 1.039 1.240 1.452 -0.043 -0.147 -0.048 0.122
H 0.232 -0.273 1.957 0.044 0.094 -0.131 0.118
H 2.680 -0.151 0.237 -0.150 -0.055 -0.031 0.124
H 1.634 -1.583 0.396 -0.030 0.132 -0.036 0.128
```
Forces are in eV/Å.

Summary:
LUMO energy in eV: -0.4066
HOMO-LUMO gap in eV: 8.6720
DFT total energy in hartree: -345.61277
ΔE to the lowest compared entry with this formula, charge and spin in eV: 5.230
Highest occupied orbital energy in eV: -9.079



This record from the Open Molecules 2025 dataset describes one molecule with the formula C5H8O2. The level of theory is ωB97M-V with the def2-TZVPD basis set.

```
15
Properties=species:S:1:pos:R:3:forces:R:3:lowdin_charge:R:1
O -2.279 0.350 1.190 -0.168 0.148 -0.183 -0.021
C -1.096 -0.270 0.760 0.273 -0.124 0.077 -0.355
C 0.261 0.430 1.078 0.042 -0.009 0.104 -0.018
C 0.670 0.140 -0.362 -0.102 -0.151 0.061 -0.454
C 1.900 -0.416 -0.913 0.154 -0.302 0.011 -0.073
O 1.518 0.937 -1.156 -0.018 0.217 -0.039 -0.001
C -0.757 -0.222 -0.746 -0.076 -0.036 -0.189 -0.032
H -2.548 0.976 0.506 0.001 0.003 0.206 0.088
H -1.125 -1.294 1.144 0.088 0.117 -0.038 0.147
H 0.136 1.505 1.265 -0.038 -0.218 -0.095 0.129
H 0.867 -0.010 1.875 -0.060 0.097 -0.113 0.114
H 2.783 -0.550 -0.287 -0.166 0.065 -0.043 0.115
H 1.836 -1.076 -1.778 0.030 0.117 0.125 0.115
H -1.253 0.625 -1.235 0.051 -0.051 0.028 0.127
H -0.914 -1.125 -1.342 -0.009 0.127 0.086 0.119
```
Forces are in eV/Å.

Summary:
SMILES: O[C@H]1C[C@]2(CO2)C1
LUMO energy in eV: 0.8830
HOMO-LUMO gap in eV: 11.0248
DFT total energy in hartree: -345.72252
ΔE to the lowest compared entry with this formula, charge and spin in eV: 2.243
Highest occupied orbital energy in eV: -10.142



This record from the Open Molecules 2025 dataset describes a 2-piece molecular cluster, C5H8O2 overall in a non-equilibrium geometry. The level of theory is ωB97M-V with the def2-TZVPD basis set.

```
15
Properties=species:S:1:pos:R:3:forces:R:3:lowdin_charge:R:1
O -0.680 -1.524 -1.152 -0.239 0.511 0.327 0.093
C -1.113 -0.514 -0.662 0.024 -0.042 -0.473 -0.436
C -0.873 0.914 -0.379 0.088 0.140 -0.127 -0.083
C -2.305 0.318 -0.523 -0.325 -0.063 -0.112 -0.042
H -0.651 1.309 0.609 0.033 -0.302 -0.250 0.095
H -0.409 1.479 -1.184 -0.237 0.054 -0.013 0.113
H -2.867 0.483 -1.436 -0.129 0.047 0.087 0.106
H -2.881 0.310 0.398 0.077 -0.045 -0.160 0.109
C 0.818 -0.645 1.334 1.499 -0.284 0.329 -0.049
C 1.662 -0.479 0.310 -0.061 0.386 -0.299 -0.340
O 2.400 0.621 0.088 0.043 0.433 -0.684 0.039
H 1.431 -1.572 1.532 -2.001 -0.473 1.140 0.103
H 0.665 0.223 1.986 0.445 -0.670 0.357 0.063
H 1.672 -1.267 -0.446 0.813 -0.067 0.204 0.121
H 3.132 0.345 -0.474 -0.030 0.374 -0.328 0.108
```
Forces are in eV/Å.

Summary:
SMILES: O=C1CC1.C=CO
LUMO energy in eV: 0.6748
HOMO-LUMO gap in eV: 9.1065
DFT total energy in hartree: -345.61648
ΔE to the lowest compared entry with this formula, charge and spin in eV: 5.129
Highest occupied orbital energy in eV: -8.432



This record from the Open Molecules 2025 dataset describes one molecule with the formula C5H8O2 in a non-equilibrium geometry. The level of theory is ωB97M-V with the def2-TZVPD basis set.

```
15
Properties=species:S:1:pos:R:3:forces:R:3:lowdin_charge:R:1
C 2.539 -0.242 0.064 0.011 0.134 0.001 -0.070
C 1.248 0.270 0.592 1.549 -0.523 0.592 -0.189
O 0.392 0.792 -0.287 -0.474 0.225 -0.199 0.004
C -0.804 0.410 0.196 -1.076 0.268 -0.424 -0.230
C -2.072 0.946 -0.412 -0.051 0.336 -0.044 -0.115
O -2.569 -0.402 -0.548 -0.114 -0.068 -0.108 -0.109
C -1.367 -0.970 0.005 0.169 -0.460 0.183 -0.130
H 3.287 -0.316 0.859 -0.126 0.019 -0.120 0.076
H 2.458 -1.225 -0.418 -0.045 0.125 0.071 0.077
H 2.903 0.458 -0.703 0.031 -0.118 0.080 0.085
H 1.042 0.433 1.639 0.042 0.019 -0.062 0.111
H -2.743 1.553 0.210 0.148 -0.110 -0.062 0.117
H -1.924 1.451 -1.380 0.004 -0.096 0.139 0.126
H -0.786 -1.583 -0.706 -0.157 0.126 0.071 0.129
H -1.603 -1.574 0.890 0.088 0.124 -0.117 0.117
```
Forces are in eV/Å.

Summary:
LUMO energy (alpha / beta) in eV: 0.3213 / 0.7479
HOMO-LUMO gap (alpha / beta) in eV: 7.8946 / 8.6451
DFT total energy in hartree: -345.61291
ΔE to the lowest compared entry with this formula, charge and spin in eV: 5.226
Highest occupied orbital energy (alpha / beta) in eV: -7.573 / -7.897



This record from the Open Molecules 2025 dataset describes one molecule with the formula C5H8O2. The level of theory is ωB97M-V with the def2-TZVPD basis set.

```
15
Properties=species:S:1:pos:R:3:forces:R:3:lowdin_charge:R:1
C 0.963 0.311 -1.293 0.039 0.007 -0.059 -0.019
C -1.554 -0.737 0.389 0.173 -0.293 0.130 -0.066
O -1.325 -1.604 -0.577 -0.203 0.232 0.043 0.013
C -0.360 -0.731 1.314 -0.169 -0.075 -0.005 -0.220
C 0.281 0.676 1.163 -0.059 0.149 0.041 -0.130
C 0.203 1.149 -0.281 -0.004 0.259 -0.126 -0.485
O -0.406 2.143 -0.608 0.304 -0.343 0.134 0.079
H 1.177 -0.698 -0.930 -0.018 0.187 -0.054 0.072
H 0.411 0.253 -2.235 0.085 0.082 0.143 0.089
H 1.912 0.824 -1.482 -0.045 -0.060 -0.028 0.092
H -2.060 -1.524 -1.206 0.098 -0.175 0.138 0.113
H -0.756 -0.827 2.331 0.115 0.035 -0.079 0.109
H 0.368 -1.539 1.145 -0.169 0.123 -0.135 0.107
H -0.227 1.407 1.794 0.030 -0.078 -0.136 0.119
H 1.339 0.630 1.453 -0.177 -0.051 -0.007 0.125
```
Forces are in eV/Å.

Summary:
LUMO energy in eV: 0.6338
HOMO-LUMO gap in eV: 9.3825
DFT total energy in hartree: -345.69825
ΔE to the lowest compared entry with this formula, charge and spin in eV: 2.904
Highest occupied orbital energy in eV: -8.749



This record from the Open Molecules 2025 dataset describes one molecule with the formula C5H8O2 in a non-equilibrium geometry. The level of theory is ωB97M-V with the def2-TZVPD basis set.

```
15
Properties=species:S:1:pos:R:3:forces:R:3:lowdin_charge:R:1
C -2.227 -0.202 0.131 0.850 1.854 1.421 -0.004
C -1.045 -0.016 -0.475 1.212 -0.764 -1.364 -0.109
C 0.398 0.510 0.059 -2.477 -1.019 1.722 -0.347
C 0.470 2.011 -0.025 0.629 -2.820 0.298 -0.229
O 1.449 2.567 -0.348 1.881 1.760 -1.025 0.125
O 1.471 -0.151 -0.475 0.199 0.781 -1.048 -0.132
C 1.460 -1.450 0.022 0.287 -1.920 -4.224 -0.102
H -3.195 -0.396 -0.301 0.251 -0.567 -0.769 0.047
H -2.387 0.144 1.181 0.549 -0.444 -0.656 0.068
H -0.902 -0.347 -1.563 -0.439 0.615 1.440 0.131
H 0.479 0.278 1.177 -0.775 0.683 -0.768 0.170
H -0.365 2.448 0.408 -2.123 1.479 0.721 0.103
H 2.210 -2.055 -0.606 -0.992 0.869 1.077 0.127
H 0.458 -1.866 -0.199 0.491 -0.298 0.603 0.090
H 1.726 -1.473 1.014 0.458 -0.208 2.571 0.061
```
Forces are in eV/Å.

Summary:
SMILES: C=C[C@H](C=O)OC
LUMO energy in eV: 0.8126
HOMO-LUMO gap in eV: 10.6981
DFT total energy in hartree: -345.69635
ΔE to the lowest compared entry with this formula, charge and spin in eV: 2.955
Highest occupied orbital energy in eV: -9.886



This record from the Open Molecules 2025 dataset describes one molecule with the formula C5H8O2. The level of theory is ωB97M-V with the def2-TZVPD basis set.

```
15
Properties=species:S:1:pos:R:3:forces:R:3:lowdin_charge:R:1
C -1.192 -1.248 -0.349 0.069 0.057 -0.056 -0.047
C -0.570 -0.065 0.401 0.136 0.060 0.179 -0.299
C 0.662 -0.467 1.205 0.407 -0.113 -0.161 -0.216
O 1.765 -0.465 0.661 -0.691 -0.077 0.495 0.015
C 0.925 1.741 0.530 -0.033 -0.291 -0.385 0.225
C 0.039 1.085 -0.481 -0.032 0.238 0.376 -0.456
O 0.575 0.621 -1.700 0.226 -0.012 0.141 -0.038
H -1.548 -2.020 0.347 0.128 0.204 -0.063 0.084
H -0.467 -1.700 -1.027 -0.084 0.036 0.016 0.082
H -2.051 -0.911 -0.936 0.144 -0.020 0.046 0.087
H -1.315 0.372 1.073 0.204 -0.030 0.006 0.139
H 0.584 -0.775 2.267 -0.105 0.031 -0.250 0.141
H 1.962 1.878 0.168 -0.293 0.037 -0.146 0.040
H -0.735 1.830 -0.722 0.004 -0.166 0.020 0.156
H 1.365 0.124 -1.436 -0.079 0.046 -0.217 0.087
```
Forces are in eV/Å.

Summary:
LUMO energy in eV: -0.2080
HOMO-LUMO gap in eV: 8.8233
DFT total energy in hartree: -345.63105
ΔE to the lowest compared entry with this formula, charge and spin in eV: 4.732
Highest occupied orbital energy in eV: -9.031



This record from the Open Molecules 2025 dataset describes one molecule with the formula C5H8O2. The level of theory is ωB97M-V with the def2-TZVPD basis set.

```
15
Properties=species:S:1:pos:R:3:forces:R:3:lowdin_charge:R:1
O -0.580 1.457 0.481 -0.150 0.042 -0.101 -0.008
C 0.169 0.363 0.002 0.152 -0.285 -0.091 -0.650
C -0.466 -0.964 0.406 0.006 0.050 -0.018 -0.094
C -1.860 -1.125 -0.153 -0.078 0.149 -0.071 -0.220
O -2.509 -0.229 -0.647 0.270 -0.308 0.154 0.053
C 1.648 0.539 0.344 0.024 -0.034 0.256 -0.042
C 0.807 0.417 -1.331 -0.194 0.141 0.103 0.099
H -1.442 1.379 0.041 0.087 0.085 0.103 0.085
H 0.140 -1.811 0.063 -0.076 0.142 0.014 0.129
H -0.548 -1.048 1.500 -0.013 0.025 -0.122 0.137
H -2.293 -2.144 -0.077 0.038 0.133 -0.006 0.126
H 2.104 -0.321 0.839 -0.101 0.131 -0.135 0.114
H 1.836 1.499 0.822 -0.076 -0.177 -0.143 0.118
H 0.814 1.491 -1.598 0.063 -0.173 0.064 0.061
H 2.181 0.496 -0.691 0.048 0.079 -0.007 0.091
```
Forces are in eV/Å.

Summary:
LUMO energy in eV: 0.8899
HOMO-LUMO gap in eV: 9.5571
DFT total energy in hartree: -345.64572
ΔE to the lowest compared entry with this formula, charge and spin in eV: 4.333
Highest occupied orbital energy in eV: -8.667